(1)
C26H35CrN3O6PS | ωB97M-V with the def2-TZVPD basis set

energy above the lowest of the compared OMol25 structures with the same formula, charge and spin: 0.00 kcal per mole
frontier orbital gap (alpha / beta): 7.971 / 8.591 eV
total charge: +2
multiplicity: 2

Atoms and positions in Å:
1 Cr -1.09 -0.12 0.77
2 C 0.20 2.31 2.07
3 C -1.05 2.30 2.90
4 O -1.84 1.30 2.28
5 C -3.09 1.05 2.93
6 C -3.71 -0.12 2.23
7 O -2.68 -1.10 1.94
8 C -2.27 -1.89 3.07
9 C -0.92 -2.42 2.73
10 O -0.09 -1.33 2.31
11 C 0.65 -0.67 3.34
12 C 1.46 0.27 2.52
13 O 0.53 0.96 1.68
14 H 1.04 2.75 2.61
15 H 0.06 2.88 1.16
16 H -1.55 3.27 2.84
17 H -0.88 2.06 3.95
18 H -3.75 1.92 2.83
19 H -2.90 0.87 3.99
20 H -4.10 0.18 1.26
21 H -4.51 -0.57 2.82
22 H -2.97 -2.71 3.23
23 H -2.26 -1.27 3.97
24 H -0.98 -3.11 1.89
25 H -0.48 -2.94 3.58
26 H 1.29 -1.37 3.87
27 H -0.02 -0.17 4.05
28 H 2.10 -0.31 1.86
29 H 2.07 0.95 3.11
30 O -3.44 2.53 0.04
31 C -2.57 1.87 -0.44
32 O -2.50 0.51 -0.29
33 C -1.42 2.40 -1.26
34 P -0.06 1.18 -1.05
35 C 0.02 0.30 -2.64
36 C 1.19 0.22 -3.38
37 C 1.21 -0.49 -4.58
38 C 0.07 -1.11 -5.04
39 C -1.12 -1.01 -4.32
40 C -1.14 -0.31 -3.12
41 C 1.51 2.06 -0.90
42 C 1.63 3.43 -1.08
43 C 2.88 4.03 -0.99
44 C 4.01 3.26 -0.74
45 C 3.89 1.88 -0.56
46 C 2.64 1.28 -0.64
47 H -1.17 3.41 -0.94
48 H -1.71 2.43 -2.30
49 H 2.09 0.71 -3.04
50 H 2.13 -0.53 -5.15
51 H 0.09 -1.66 -5.98
52 H -2.02 -1.47 -4.69
53 H -2.07 -0.23 -2.57
54 H 0.77 4.05 -1.30
55 H 2.97 5.10 -1.12
56 H 4.98 3.73 -0.68
57 H 4.77 1.28 -0.37
58 H 2.54 0.21 -0.51
59 C 3.44 -2.63 -1.36
60 C 2.30 -3.64 -1.43
61 C 0.95 -3.03 -1.17
62 N 0.74 -1.96 -0.48
63 N -0.62 -1.68 -0.37
64 C -1.40 -2.53 -1.01
65 N -2.74 -2.44 -1.04
66 S -0.51 -3.77 -1.79
67 H 4.38 -3.13 -1.60
68 H 3.53 -2.21 -0.36
69 H 3.29 -1.82 -2.07
70 H 2.45 -4.44 -0.70
71 H 2.27 -4.13 -2.41
72 H -3.18 -1.59 -0.71
73 H -3.28 -3.04 -1.64

Atom charges from the Mulliken analysis, given in e for atoms 1 to 2: -0.128 -0.671

(2)
C3H13NO3 | ωB97M-V with the def2-TZVPD basis set

energy above the lowest of the compared OMol25 structures with the same formula, charge and spin: 65.21 kcal per mole
frontier orbital gap (alpha / beta): 7.542 / 4.081 eV
total charge: +1
multiplicity: 2

Atoms and positions in Å:
1 N -1.65 2.79 -0.85
2 C -1.88 1.40 -0.43
3 C -1.70 -0.27 1.44
4 C -1.52 1.03 0.92
5 H -2.01 3.43 -0.14
6 H -0.65 2.97 -0.90
7 H -2.96 1.21 -0.53
8 H -1.40 0.76 -1.19
9 H -1.66 -0.45 2.52
10 H -1.95 -1.10 0.80
11 H -1.19 1.77 1.64
12 H 1.64 -3.03 -2.41
13 H 1.42 -3.24 -0.92
14 O 0.96 -3.29 -1.77
15 H 2.22 -2.40 1.38
16 H 2.30 -1.52 0.16
17 O 2.56 -2.40 0.48
18 H 1.96 1.29 0.27
19 H 3.06 0.58 -0.60
20 O 2.46 0.47 0.15

Atom charges from the Mulliken analysis, given in e for atoms 1 to 2: -0.563 -0.523

(3)
C2HBrClIO | ωB97M-V with the def2-TZVPD basis set

energy above the lowest of the compared OMol25 structures with the same formula, charge and spin: 84.55 kcal per mole
frontier orbital gap (alpha / beta): 7.974 / 7.647 eV

Atoms and positions in Å:
1 C -0.37 -1.78 -0.68
2 C 0.08 1.31 0.24
3 O 0.40 -2.15 -1.55
4 Cl -0.87 -2.29 0.78
5 Br 0.00 1.18 2.07
6 I -0.10 3.21 -0.59
7 H 0.85 0.53 -0.27

Atom charges from the Mulliken analysis, given in e for atoms 1 to 2: 0.396 -0.397

(4)
C23H29N3O4 | ωB97M-V with the def2-TZVPD basis set

energy above the lowest of the compared OMol25 structures with the same formula, charge and spin: 31.22 kcal per mole
frontier orbital gap: 9.286 eV
SMILES: COCC(=O)N1CCC(Oc2ccc(C(=O)NCCc3ncccc3C)cc2)CC1

Atoms and positions in Å:
1 C -7.94 2.41 0.65
2 H -7.23 2.07 1.41
3 O -7.30 2.63 -0.59
4 C -6.31 3.63 -0.53
5 H -6.72 4.56 -0.11
6 C -5.10 3.25 0.33
7 O -4.79 3.91 1.31
8 N -4.40 2.16 -0.05
9 C -4.67 1.40 -1.26
10 H -5.74 1.29 -1.39
11 C -4.01 0.03 -1.18
12 H -4.28 -0.56 -2.05
13 H -4.37 -0.50 -0.30
14 C -2.48 0.14 -1.06
15 C -2.10 1.40 -0.26
16 C -3.21 1.79 0.70
17 H -3.43 0.95 1.37
18 H -2.93 2.65 1.30
19 H -1.90 2.23 -0.95
20 H -1.19 1.21 0.31
21 O -2.06 -1.04 -0.41
22 C -0.74 -1.40 -0.42
23 C -0.43 -2.56 0.28
24 C 0.86 -3.02 0.35
25 C 1.89 -2.33 -0.31
26 C 1.58 -1.17 -1.00
27 C 0.28 -0.70 -1.06
28 H 0.08 0.22 -1.59
29 H 2.36 -0.59 -1.47
30 C 3.28 -2.84 -0.16
31 O 3.65 -3.45 0.83
32 N 4.09 -2.62 -1.23
33 H 3.76 -2.03 -1.97
34 C 5.53 -2.75 -1.10
35 H 5.70 -3.40 -0.24
36 H 5.93 -3.23 -2.00
37 C 6.18 -1.38 -0.89
38 C 5.40 -0.56 0.10
39 N 4.63 0.38 -0.45
40 C 3.87 1.12 0.32
41 C 3.82 0.98 1.70
42 C 4.61 0.00 2.27
43 C 5.43 -0.80 1.48
44 C 6.24 -1.89 2.10
45 H 7.19 -2.02 1.60
46 H 5.67 -2.82 2.04
47 H 6.42 -1.67 3.15
48 H 4.60 -0.15 3.34
49 H 3.18 1.61 2.30
50 H 3.27 1.87 -0.19
51 H 6.18 -0.83 -1.84
52 H 7.22 -1.51 -0.57
53 H 1.11 -3.91 0.90
54 H -1.24 -3.09 0.78
55 H -2.04 0.19 -2.07
56 H -4.27 1.94 -2.13
57 H -5.99 3.81 -1.56
58 H -8.69 1.63 0.47
59 H -8.44 3.32 1.00

Atom charges from the Mulliken analysis, given in e for atoms 1 to 2: -0.653 0.290

Please write out number 3 again, unchanged.
C2HBrClIO | ωB97M-V with the def2-TZVPD basis set

energy above the lowest of the compared OMol25 structures with the same formula, charge and spin: 84.55 kcal per mole
frontier orbital gap (alpha / beta): 7.974 / 7.647 eV

Atoms and positions in Å:
1 C -0.37 -1.78 -0.68
2 C 0.08 1.31 0.24
3 O 0.40 -2.15 -1.55
4 Cl -0.87 -2.29 0.78
5 Br 0.00 1.18 2.07
6 I -0.10 3.21 -0.59
7 H 0.85 0.53 -0.27

Atom charges from the Mulliken analysis, given in e for atoms 1 to 2: 0.396 -0.397